38
Properties=species:S:1:pos:R:3:forces:R:3:nbo_charge:R:1 method="wB97M-V/def2-TZVPD" charge=0 relative_energy_kcal_mol=31.7 smiles=c1ccncc1.c1ccncc1.c1ccncc1.ClCCl lumo_energy_ev=0.612 max_force_ev_per_a=3.32 orbital_gap_ev=10.1
C -5.60589 1.47836 3.39243 -0.0209 -0.1915 0.3210 -0.169
C -5.26620 0.20330 3.82704 0.7740 0.5076 -0.4723 -0.259
C -5.29189 -0.82047 2.87720 -0.1447 1.0219 -0.9742 0.030
N -5.67829 -0.57911 1.60981 -0.5720 -1.2204 0.3637 -0.420
C -6.19028 0.60096 1.26965 0.2253 -1.5543 0.3842 0.031
C -6.13381 1.64312 2.13558 -0.2266 1.5945 -0.3378 -0.260
H -5.45149 2.33928 4.02597 -0.0897 -0.0049 0.1619 0.216
H -4.76804 0.15886 4.78426 -0.2873 -0.6440 0.2067 0.221
H -4.97110 -1.83753 3.04773 0.1464 0.0082 0.3106 0.200
H -6.70880 0.64400 0.32324 0.3411 0.2089 -0.3170 0.195
H -6.43118 2.60384 1.74191 -0.1435 0.2726 0.3466 0.215
C 6.47459 7.87949 -0.29342 -1.3948 -1.2331 0.1159 -0.169
C 7.75452 7.30373 -0.43646 -0.9547 0.6799 -0.3538 -0.267
C 7.83908 6.02854 -0.94730 -1.0239 -0.9358 -0.0531 0.026
N 6.76400 5.23511 -1.22739 0.8824 1.0795 0.6563 -0.416
C 5.55871 5.74113 -0.96530 0.6576 1.0994 -0.8590 0.033
C 5.33039 7.07783 -0.51812 1.6575 -1.2412 -0.8092 -0.261
H 6.23992 8.89797 -0.02131 0.6691 0.2210 0.1082 0.219
H 8.66206 7.87340 -0.30134 -0.0388 0.1152 0.1357 0.222
H 8.80206 5.60572 -1.19286 0.1104 -0.1083 0.0667 0.195
H 4.79460 5.12091 -1.41015 -0.6526 0.0064 0.6267 0.196
H 4.30895 7.42760 -0.54497 0.0880 0.3169 0.3656 0.222
C 0.41907 -6.63295 -0.90097 0.0508 -1.8885 -0.1773 -0.162
C -0.00192 -5.78815 0.08545 0.6067 -0.2116 0.9683 -0.273
C -0.11291 -6.29638 1.39356 0.2045 -2.2125 -1.0092 0.037
N -0.02785 -7.67388 1.63404 0.2031 3.3030 0.2210 -0.413
C 0.34450 -8.45984 0.63057 -1.3082 -0.2289 0.5352 0.020
C 0.57959 -8.02410 -0.64125 0.5362 2.1662 -1.3837 -0.259
H 0.60710 -6.14883 -1.84790 0.0979 -0.5548 -0.3789 0.214
H -0.04462 -4.76851 -0.26796 -0.3648 0.4081 0.9262 0.222
H -0.21893 -5.62135 2.22991 -0.3592 -0.2831 0.2398 0.199
H 0.27110 -9.51178 0.86392 0.4639 -0.2470 -0.0250 0.194
H 0.95076 -8.65824 -1.43277 -0.1317 -0.2467 0.0817 0.220
Cl -1.59880 0.40519 -3.65197 -0.8643 -0.1530 0.4453 -0.059
C -2.77226 -0.63977 -4.56161 1.0993 0.5753 0.3487 -0.380
Cl -1.74752 -1.41223 -5.74718 -0.2224 -0.5566 -0.9866 -0.017
H -3.18906 -1.44512 -3.95679 -0.0504 0.5756 0.2055 0.229
H -3.49034 0.04987 -5.00529 0.0361 -0.4440 -0.0048 0.227

63
Properties=species:S:1:pos:R:3:forces:R:3:nbo_charge:R:1 method="wB97M-V/def2-TZVPD" charge=+3 relative_energy_kcal_mol=0.0 lumo_energy_ev=-10.388 max_force_ev_per_a=1.08 orbital_gap_ev=5.7
Au 0.58624 -2.49818 -0.99332 0.1936 -0.1905 -0.1150 0.602
I -0.82099 -0.62772 2.00404 0.2360 -0.1215 -0.2759 0.657
C -0.45291 0.98131 3.31711 0.0094 0.1321 0.1808 -0.145
C -0.31598 0.76740 4.65138 0.0044 0.0467 0.0739 -0.196
C -0.11355 1.89984 5.47872 -0.0002 -0.0551 -0.0638 -0.181
C -0.08815 3.15276 4.93899 -0.0144 0.0264 -0.0229 -0.107
C -0.25819 3.35971 3.54496 0.0161 0.0837 0.0251 -0.079
C -0.27804 4.65221 2.96685 0.0082 -0.0313 0.0121 -0.077
C -0.43317 4.82579 1.61691 -0.0009 -0.0484 -0.0259 -0.201
C -0.55012 3.71009 0.77010 -0.0243 0.1049 0.0346 -0.108
C -0.54288 2.43667 1.30105 0.0978 0.1571 -0.0391 -0.495
P -0.65997 1.08408 0.14738 -0.5882 0.8589 0.2753 1.512
C -2.22395 1.08912 -0.68637 0.0217 -0.3206 -0.2962 -0.510
C -3.40470 0.66772 -0.06440 0.0245 0.0531 0.0890 -0.112
C -4.61805 0.84931 -0.69963 -0.0061 -0.0120 -0.0204 -0.207
C -4.66485 1.43197 -1.96267 -0.0208 0.0154 0.0164 -0.123
C -3.49783 1.84951 -2.58494 0.0326 0.0068 -0.0320 -0.176
C -2.27317 1.68070 -1.95906 -0.0260 0.0857 0.0638 -0.172
C 0.73049 1.06456 -0.90163 0.2700 -0.5119 -0.1829 -0.562
C 0.65717 0.47252 -2.18079 -0.0889 0.0966 0.0871 -0.152
C 1.72613 0.59672 -3.04336 0.0726 0.0107 0.0360 -0.210
C 2.88355 1.24844 -2.61994 0.0310 -0.0132 -0.0494 -0.095
C 2.99108 1.76455 -1.33248 0.0264 -0.0483 0.0043 -0.219
C 1.92407 1.66584 -0.46141 -0.1342 0.0349 -0.0115 -0.063
C -0.42144 2.24480 2.69227 -0.0192 -0.3352 0.0632 0.005
H -0.36428 -0.21837 5.09474 0.0159 -0.0011 -0.0054 0.256
H 0.01203 1.75198 6.54212 -0.0051 -0.0012 0.0013 0.265
H 0.06557 4.01654 5.57317 -0.0386 -0.0075 0.0173 0.256
H -0.17632 5.51148 3.61823 0.0152 0.0031 -0.0083 0.256
H -0.46091 5.81843 1.18978 0.0092 0.0042 0.0084 0.263
H -0.65456 3.87454 -0.29668 0.0145 -0.0305 -0.0012 0.240
H -3.39342 0.21369 0.91748 0.0036 0.0164 0.0168 0.213
H -5.53245 0.54159 -0.21053 0.0079 -0.0146 0.0017 0.253
H -5.61737 1.57050 -2.45715 0.0001 -0.0009 0.0049 0.258
H -3.53647 2.31458 -3.56071 -0.0012 0.0101 0.0066 0.257
H -1.38122 2.05229 -2.44337 0.0203 -0.0378 -0.0152 0.237
H -0.24298 -0.03788 -2.49981 -0.0227 0.0556 -0.0151 0.245
H 1.66419 0.20068 -4.04828 -0.0089 -0.0212 0.0073 0.254
H 3.71758 1.34905 -3.30321 -0.0112 0.0200 -0.0049 0.256
H 3.90306 2.25392 -1.01912 -0.0019 -0.0104 0.0160 0.260
H 2.00067 2.07237 0.53899 -0.0177 0.0595 -0.0189 0.232
N 5.14869 -3.68128 1.55304 -0.0125 0.0814 -0.0328 -0.746
C 4.55726 -3.23947 0.43248 0.1629 -0.0690 0.1834 0.367
C 3.16330 -3.02777 0.36013 -0.0096 0.0613 -0.1380 -0.041
N 2.61096 -2.62389 -0.78284 -0.0657 -0.0712 0.0730 -0.466
C 3.39261 -2.41215 -1.85530 -0.0918 -0.0097 0.0449 -0.076
C 4.76083 -2.59432 -1.73615 0.1255 0.0162 -0.0467 0.061
N 5.34542 -2.99150 -0.62073 -0.2330 0.0302 -0.0466 -0.373
H 4.63205 -3.97947 2.36006 -0.0014 -0.0089 -0.0051 0.411
H 6.14575 -3.82695 1.53766 -0.0059 -0.0328 0.0042 0.437
H 2.51442 -3.18896 1.20799 0.0181 -0.0487 0.0072 0.212
H 2.92017 -2.12141 -2.77994 0.0293 0.0110 0.0056 0.224
H 5.40465 -2.41253 -2.58861 0.0000 -0.0111 -0.0008 0.236
C -1.78981 -4.73606 -1.52846 -0.0479 0.0390 0.0267 -0.742
C -2.24774 -3.32965 -1.43156 0.0653 0.0131 -0.1097 0.701
C -3.70087 -3.01670 -1.47373 0.0099 -0.0165 -0.0147 -0.730
O -1.45628 -2.37405 -1.28586 -0.0327 -0.0285 0.2201 -0.672
H -2.37148 -5.27509 -2.27580 0.0208 -0.0060 -0.0134 0.284
H -1.99723 -5.22399 -0.56869 -0.0205 -0.0100 -0.0104 0.286
H -0.72543 -4.80830 -1.74236 0.0087 -0.0085 0.0164 0.245
H -4.27582 -3.81237 -1.93925 -0.0116 0.0152 -0.0091 0.269
H -3.86771 -2.06599 -1.97752 0.0001 0.0075 0.0103 0.260
H -4.04761 -2.91322 -0.43997 -0.0085 -0.0228 -0.0020 0.269

16
Properties=species:S:1:pos:R:3:forces:R:3:nbo_charge:R:1 method="wB97M-V/def2-TZVPD" charge=0 relative_energy_kcal_mol=152.8 lumo_energy_ev=0.813 max_force_ev_per_a=6.23 orbital_gap_ev=10.2
C 1.28932 0.13070 0.34179 4.2998 -1.1272 1.9239 0.038
C 0.38659 1.24439 0.01076 -3.2402 5.2009 -1.1029 -0.240
C -1.00056 1.22220 -0.26322 0.0216 -1.1587 2.3897 -0.158
C -1.81344 -0.24811 -0.04249 -1.9694 2.8637 -4.5862 -0.482
C -0.70260 -1.04303 0.42465 2.1290 -2.3168 -1.6520 0.005
C 0.50238 -0.75018 -0.39973 -1.4498 -2.2457 0.9447 0.033
H 3.34722 -0.62289 0.10977 -2.1848 1.4642 -0.1953 0.490
H 1.25408 -0.16216 1.44464 0.6087 0.7674 -1.3386 0.203
H 0.74286 2.27551 -0.23218 0.3502 -0.9501 0.5921 0.242
H -1.69321 2.15726 -0.36158 1.8654 -1.6461 -0.1630 0.229
H -2.38895 -0.41396 -1.18552 2.1869 -0.1198 3.0693 0.243
H -2.71739 -0.19456 0.56466 0.4082 0.1832 0.4735 0.234
H -0.55503 -1.24215 1.48536 -0.1162 0.2293 -0.3889 0.216
H 0.34013 -0.42184 -1.34756 -0.4557 1.0395 -2.7790 0.175
O 2.73421 0.12497 -0.20222 -0.5797 0.3027 0.9373 -0.772
O 0.27439 -2.05615 -0.34712 -1.8741 -2.4865 1.8754 -0.457